The following is a quantum chemistry calculation of C66H162As3F18N9O6 as an isolated structure, from OMol25.

Last column: Löwdin charge in e.
Element x y z (Å)
C (3.977, -3.951, -4.494)  -0.05
C (2.544, -3.961, -3.893)  -0.15
N (1.438, -4.224, -4.935)  -0.22
C (1.134, -5.715, -4.980)  0.04
C (0.197, -3.525, -4.381)  -0.13
C (-1.127, -3.617, -5.298)  -0.02
C (1.857, -3.789, -6.361)  -0.05
C (1.942, -2.273, -6.739)  -0.13
O (2.818, -1.613, -5.781)  -0.25
C (3.239, -0.270, -6.160)  -0.07
H (4.605, -4.025, -3.606)  0.07
H (4.385, -3.126, -5.078)  0.07
H (4.241, -4.866, -5.024)  0.09
H (2.334, -2.989, -3.446)  0.10
H (2.496, -4.719, -3.111)  0.08
H (0.649, -5.920, -4.025)  0.09
H (2.038, -6.296, -5.159)  0.13
H (0.412, -5.921, -5.770)  0.11
H (0.461, -2.469, -4.314)  0.10
H (0.052, -3.771, -3.329)  0.08
H (-1.840, -2.861, -4.969)  0.05
H (-1.658, -4.569, -5.336)  0.09
H (-1.023, -3.309, -6.338)  0.07
H (1.105, -4.213, -7.027)  0.13
H (2.767, -4.310, -6.659)  0.14
H (0.956, -1.811, -6.782)  0.11
H (2.375, -2.177, -7.735)  0.14
H (4.217, 0.013, -5.772)  0.08
H (2.414, 0.418, -5.972)  0.07
H (3.365, -0.207, -7.240)  0.09
C (5.245, -1.829, -0.887)  0.05
N (4.918, -0.340, -0.500)  -0.31
C (4.186, 0.287, -1.747)  0.05
C (3.936, -0.438, 0.637)  -0.01
C (6.164, 0.456, -0.134)  -0.06
C (7.158, 0.688, -1.285)  -0.21
O (6.826, 1.675, -2.257)  -0.05
H (5.482, -2.419, -0.001)  0.07
H (6.028, -1.913, -1.641)  0.11
H (4.349, -2.271, -1.324)  0.09
H (4.915, 0.287, -2.558)  0.10
H (3.988, 1.304, -1.408)  0.09
H (3.214, -0.155, -1.966)  0.09
H (4.487, -0.830, 1.493)  0.10
H (3.128, -1.145, 0.446)  0.09
H (3.691, 0.575, 0.954)  0.11
H (6.572, -0.231, 0.607)  0.13
H (5.731, 1.363, 0.289)  0.14
H (7.401, -0.216, -1.843)  0.12
H (8.128, 0.811, -0.804)  0.14
H (7.473, 1.555, -2.957)  0.11
C (4.057, 7.160, -4.086)  0.06
N (3.672, 5.679, -3.921)  -0.33
C (4.202, 5.117, -5.277)  0.00
C (4.452, 4.903, -2.910)  -0.01
C (2.164, 5.338, -3.779)  -0.02
C (1.377, 6.375, -2.797)  -0.16
O (2.053, 6.577, -1.530)  -0.08
H (3.572, 7.631, -4.942)  0.12
H (5.132, 7.172, -4.266)  0.12
H (3.758, 7.556, -3.115)  0.10
H (3.668, 4.194, -5.505)  0.10
H (5.291, 5.110, -5.286)  0.12
H (3.948, 5.749, -6.127)  0.11
H (4.103, 5.316, -1.963)  0.10
H (5.532, 5.025, -2.981)  0.12
H (4.229, 3.838, -2.963)  0.09
H (2.068, 4.327, -3.383)  0.11
H (1.857, 5.463, -4.818)  0.14
H (0.419, 5.857, -2.737)  0.09
H (1.105, 7.342, -3.220)  0.13
H (1.528, 7.143, -0.961)  0.08
C (6.773, -3.790, 4.898)  0.04
N (6.237, -4.205, 3.468)  -0.30
C (6.942, -3.350, 2.435)  0.00
C (6.756, -5.670, 3.205)  0.05
C (4.709, -4.032, 3.511)  -0.08
C (3.983, -4.860, 2.455)  -0.22
O (4.435, -4.494, 1.170)  -0.10
H (6.395, -2.778, 5.041)  0.08
H (7.847, -3.953, 4.995)  0.12
H (6.302, -4.435, 5.640)  0.11
H (6.824, -2.294, 2.681)  0.09
H (6.547, -3.517, 1.433)  0.08
H (7.979, -3.681, 2.505)  0.11
H (6.397, -6.430, 3.899)  0.12
H (7.825, -5.757, 3.398)  0.12
H (6.356, -5.902, 2.219)  0.11
H (4.567, -2.955, 3.419)  0.11
H (4.372, -4.354, 4.496)  0.14
H (2.938, -4.573, 2.336)  0.11
H (4.037, -5.926, 2.675)  0.14
H (3.979, -5.037, 0.523)  0.06
C (3.716, 1.833, 9.135)  0.02
N (2.756, 0.856, 8.418)  -0.29
C (1.595, 0.660, 9.449)  0.02
C (2.159, 1.529, 7.160)  0.02
C (3.411, -0.588, 8.082)  -0.05
C (4.590, -0.588, 7.136)  -0.22
O (5.583, 0.441, 7.477)  -0.03
H (3.104, 2.623, 9.570)  0.11
H (4.441, 2.273, 8.450)  0.10
H (4.233, 1.279, 9.918)  0.12
H (2.008, 0.193, 10.343)  0.12
H (0.750, 0.107, 9.038)  0.10
H (1.211, 1.645, 9.713)  0.11
H (2.942, 1.543, 6.402)  0.09
H (2.029, 2.547, 7.527)  0.10
H (1.261, 0.980, 6.874)  0.09
H (2.656, -1.349, 7.881)  0.14
H (3.804, -0.857, 9.062)  0.13
H (4.230, -0.622, 6.108)  0.09
H (4.879, -1.635, 7.222)  0.12
H (6.179, 0.614, 6.745)  0.10
C (-5.065, -2.688, 2.543)  0.00
N (-5.004, -2.342, 4.042)  -0.31
C (-5.987, -1.156, 4.278)  0.05
C (-5.521, -3.567, 4.792)  0.06
C (-3.544, -2.001, 4.278)  -0.09
C (-3.053, -1.824, 5.764)  -0.19
O (-3.669, -0.707, 6.443)  -0.07
H (-4.422, -3.520, 2.256)  0.08
H (-4.790, -1.741, 2.078)  0.05
H (-6.123, -2.871, 2.355)  0.12
H (-5.788, -0.811, 5.293)  0.10
H (-7.002, -1.506, 4.091)  0.11
H (-5.889, -0.407, 3.493)  0.06
H (-4.909, -4.387, 4.418)  0.09
H (-6.583, -3.716, 4.593)  0.12
H (-5.254, -3.302, 5.815)  0.11
H (-3.357, -1.025, 3.829)  0.12
H (-2.940, -2.823, 3.896)  0.11
H (-1.977, -1.724, 5.906)  0.10
H (-3.188, -2.630, 6.485)  0.12
H (-3.015, -0.196, 6.926)  0.08
C (1.515, -0.722, 4.007)  -0.07
C (1.126, -1.644, 2.761)  -0.19
C (-0.088, -1.190, 1.888)  -0.16
C (-0.179, -1.879, 0.551)  -0.09
N (-1.229, -1.207, -0.408)  -0.13
C (-2.612, -1.606, 0.163)  -0.08
C (-3.096, -2.799, -0.633)  -0.12
C (-2.575, -2.541, -1.980)  -0.16
C (-1.184, -1.971, -1.747)  -0.10
C (-1.053, 0.318, -0.717)  -0.09
C (0.381, 0.769, -1.046)  -0.21
C (0.340, 2.057, -1.804)  -0.09
H (1.665, 0.327, 3.750)  0.05
H (2.519, -1.025, 4.303)  0.04
H (0.775, -0.784, 4.805)  0.06
H (1.010, -2.663, 3.130)  0.11
H (1.975, -1.813, 2.099)  0.06
H (-0.028, -0.113, 1.728)  0.09
H (-0.994, -1.278, 2.488)  0.11
H (-0.482, -2.907, 0.753)  0.13
H (0.770, -1.996, 0.028)  0.11
H (-3.102, -0.670, -0.106)  0.09
H (-2.603, -1.577, 1.253)  0.11
H (-4.160, -2.992, -0.495)  0.14
H (-2.622, -3.700, -0.243)  0.13
H (-3.191, -1.820, -2.517)  0.09
H (-2.536, -3.418, -2.627)  0.13
H (-0.854, -1.330, -2.563)  0.11
H (-0.453, -2.776, -1.665)  0.09
H (-1.436, 0.824, 0.169)  0.12
H (-1.765, 0.514, -1.520)  0.10
H (0.957, -0.052, -1.475)  0.10
H (0.805, 0.911, -0.052)  0.09
H (0.703, 2.125, -2.829)  0.07
H (0.902, 2.786, -1.220)  0.06
H (-0.649, 2.492, -1.944)  0.05
C (-1.188, 0.776, -5.228)  -0.10
C (-2.258, 0.989, -4.186)  -0.25
C (-3.685, 0.986, -4.793)  -0.16
C (-4.772, 1.109, -3.711)  -0.08
N (-6.264, 0.831, -4.177)  -0.16
C (-6.866, 1.885, -5.134)  -0.06
C (-8.421, 1.738, -5.053)  -0.15
C (-8.639, 1.323, -3.680)  -0.17
C (-7.275, 1.109, -3.023)  -0.10
C (-6.470, -0.617, -4.639)  -0.07
C (-6.175, -1.665, -3.526)  -0.22
C (-5.514, -2.895, -4.091)  -0.08
H (-0.175, 0.791, -4.826)  0.05
H (-1.177, 1.548, -5.997)  0.09
H (-1.309, -0.157, -5.778)  0.08
H (-2.124, 1.862, -3.548)  0.09
H (-2.204, 0.077, -3.591)  0.07
H (-3.817, 0.057, -5.348)  0.11
H (-3.809, 1.764, -5.547)  0.12
H (-4.816, 2.164, -3.438)  0.12
H (-4.457, 0.447, -2.905)  0.10
H (-6.419, 1.735, -6.117)  0.13
H (-6.547, 2.888, -4.851)  0.13
H (-8.830, 1.054, -5.796)  0.13
H (-8.937, 2.661, -5.319)  0.13
H (-9.104, 0.339, -3.741)  0.12
H (-9.407, 1.852, -3.116)  0.15
H (-7.338, 0.436, -2.168)  0.13
H (-7.013, 2.056, -2.551)  0.11
H (-5.697, -0.671, -5.405)  0.11
H (-7.468, -0.746, -5.059)  0.14
H (-7.188, -1.825, -3.156)  0.12
H (-5.714, -1.339, -2.593)  0.10
H (-6.061, -3.469, -4.839)  0.10
H (-5.495, -3.569, -3.235)  0.09
H (-4.458, -2.682, -4.256)  0.05
C (-4.862, 7.127, 1.900)  -0.07
C (-3.685, 7.632, 2.751)  -0.25
C (-2.381, 7.336, 2.111)  -0.20
C (-1.922, 5.860, 2.368)  -0.03
N (-0.683, 5.285, 1.513)  -0.15
C (-0.365, 3.856, 2.029)  -0.11
C (0.586, 4.050, 3.159)  -0.20
C (1.529, 5.050, 2.651)  -0.14
C (0.655, 5.958, 1.755)  -0.08
C (-1.020, 5.224, -0.040)  -0.08
C (-2.371, 4.511, -0.418)  -0.20
C (-2.613, 4.632, -1.911)  -0.08
H (-5.007, 6.050, 1.983)  0.07
H (-4.646, 7.316, 0.849)  0.07
H (-5.752, 7.721, 2.109)  0.09
H (-3.719, 7.393, 3.814)  0.13
H (-3.777, 8.716, 2.821)  0.12
H (-1.652, 8.078, 2.438)  0.12
H (-2.349, 7.488, 1.032)  0.11
H (-2.716, 5.161, 2.106)  0.11
H (-1.569, 5.779, 3.395)  0.13
H (-0.030, 3.270, 1.172)  0.11
H (-1.281, 3.329, 2.296)  0.14
H (1.002, 3.095, 3.480)  0.12
H (0.032, 4.417, 4.023)  0.13
H (2.107, 4.478, 1.925)  0.12
H (2.135, 5.553, 3.404)  0.14
H (1.174, 6.070, 0.803)  0.10
H (0.512, 6.970, 2.132)  0.14
H (-0.119, 4.809, -0.492)  0.09
H (-0.979, 6.284, -0.289)  0.12
H (-3.196, 4.973, 0.124)  0.10
H (-2.311, 3.454, -0.158)  0.09
H (-2.836, 5.681, -2.102)  0.10
H (-3.442, 4.003, -2.234)  0.07
H (-1.787, 4.249, -2.510)  0.05
As (-2.960, -6.653, 2.597)  0.91
F (-2.942, -5.187, 3.626)  -0.31
F (-1.892, -6.035, 1.351)  -0.30
F (-3.180, -8.056, 1.439)  -0.30
F (-4.001, -7.561, 3.766)  -0.28
F (-4.383, -5.865, 1.817)  -0.31
F (-1.478, -7.400, 3.304)  -0.29
As (-5.389, 1.423, 0.817)  1.03
F (-5.966, -0.272, 0.589)  -0.28
F (-3.999, 0.654, 1.744)  -0.32
F (-4.806, 3.063, 1.134)  -0.28
F (-6.792, 2.159, -0.155)  -0.28
F (-6.433, 1.530, 2.349)  -0.28
F (-4.252, 1.433, -0.657)  -0.32
As (1.170, -5.740, -0.591)  0.98
F (2.176, -4.337, -1.059)  -0.30
F (0.692, -4.850, 0.873)  -0.27
F (0.092, -7.127, -0.110)  -0.23
F (1.746, -6.507, -2.134)  -0.27
F (2.559, -6.442, 0.368)  -0.27
F (-0.314, -5.149, -1.432)  -0.28

## Properties
Highest occupied orbital energy (eV): -18.59
Largest force on an atom (eV Å⁻¹): 4.668
Frontier orbital gap (eV): 7.065
Total charge: +6
Multiplicity: 1
Calculated total energy (a.u.): -12058.8379

=====

The following is a quantum chemistry calculation of C19H32N3Pb as an isolated structure, from OMol25.

Last column: Löwdin charge in e.
Element x y z (Å)
C (2.433, -1.240, -2.960)  -0.56
C (1.591, -2.376, -3.496)  -0.11
C (2.733, -0.162, -3.970)  -0.07
C (3.643, -1.681, -2.169)  -0.10
H (3.454, -0.510, -4.735)  0.12
H (3.166, 0.732, -3.504)  0.07
H (1.836, 0.170, -4.503)  0.07
H (2.103, -2.912, -4.320)  0.12
H (0.630, -2.022, -3.889)  0.06
H (1.368, -3.108, -2.710)  0.08
H (4.410, -2.151, -2.819)  0.12
H (3.370, -2.411, -1.396)  0.08
H (4.133, -0.845, -1.658)  0.06
C (-2.192, 1.048, -1.474)  -0.16
C (-1.061, 1.527, -2.182)  -0.19
C (-0.634, 0.488, -3.082)  -0.30
H (-0.648, 2.536, -2.140)  0.09
C (-1.509, -0.647, -2.881)  -0.22
C (-2.451, -0.287, -1.878)  -0.14
H (-3.277, -0.904, -1.526)  0.10
H (-2.824, 1.633, -0.813)  0.09
H (0.065, 0.614, -3.905)  0.08
H (-1.499, -1.573, -3.456)  0.09
C (2.334, 0.980, 1.545)  -0.09
C (1.536, 2.060, 1.079)  -0.07
C (1.778, 2.235, -0.308)  -0.11
H (0.936, 2.713, 1.708)  0.11
C (2.798, 1.311, -0.692)  -0.22
C (3.132, 0.522, 0.468)  -0.12
H (3.921, -0.231, 0.520)  0.12
H (2.366, 0.616, 2.573)  0.11
H (1.348, 3.007, -0.946)  0.12
H (3.355, 1.332, -1.628)  0.09
Pb (0.782, -0.519, -1.133)  1.55
C (-2.614, -2.458, 2.965)  -0.07
N (-2.391, -1.048, 3.210)  -0.15
C (-3.268, -0.467, 4.229)  -0.05
C (-1.701, -0.290, 2.284)  -0.42
N (-1.257, -0.749, 1.130)  0.09
N (-1.506, 1.035, 2.640)  -0.18
C (-1.037, 1.444, 3.940)  -0.07
C (-1.634, 2.068, 1.640)  -0.07
H (-3.006, -2.923, 3.880)  0.09
H (-1.663, -2.925, 2.695)  0.09
H (-3.346, -2.618, 2.155)  0.10
H (-2.728, -0.255, 5.161)  0.08
H (-3.745, 0.460, 3.888)  0.10
H (-4.051, -1.201, 4.469)  0.09
H (-1.474, -1.735, 1.006)  0.02
H (-0.113, 2.031, 3.838)  0.08
H (-1.797, 2.079, 4.427)  0.10
H (-0.798, 0.571, 4.559)  0.09
H (-1.434, 3.036, 2.112)  0.10
H (-0.913, 1.934, 0.833)  0.04
H (-2.648, 2.063, 1.222)  0.09

## Properties
Highest occupied orbital energy (alpha / beta) (eV): -10.59 / -10.60
Largest force on an atom (eV Å⁻¹): 3.028
Frontier orbital gap (alpha / beta) (eV): 5.663 / 4.762
Energy relative to the best compared isomer or geometry (same formula, charge and spin) (kJ/mol): 0.0
Total charge: +1
Multiplicity: 1
Calculated total energy (a.u.): -1099.8704

=====

The following is a quantum chemistry calculation of C2H6BaO2 as an isolated structure, from OMol25.

Last column: Löwdin charge in e.
Element x y z (Å)
O (-1.103, 3.231, -0.176)  -1.22
O (-0.540, 0.592, 0.630)  -0.44
H (-1.363, 0.952, -0.045)  0.17
Ba (0.554, 2.858, 1.260)  1.46
C (-0.110, -0.765, 0.501)  -0.34
C (0.621, -1.071, -0.785)  -0.09
H (-1.041, -1.347, 0.569)  0.11
H (0.534, -0.948, 1.373)  0.11
H (-0.021, -0.895, -1.660)  0.08
H (1.542, -0.479, -0.876)  0.07
H (0.927, -2.127, -0.792)  0.08

## Properties
Highest occupied orbital energy (eV): -6.17
Largest force on an atom (eV Å⁻¹): 4.165
Frontier orbital gap (eV): 5.559
Energy relative to the best compared isomer or geometry (same formula, charge and spin) (kJ/mol): 42.6
Total charge: 0
Multiplicity: 1
Calculated total energy (a.u.): -255.6705